DFT (ωB97M-V with the def2-TZVPD basis set) results for a molecular structure, C11H16IrN5O3PS2Te in a non-equilibrium geometry.

```
40
Properties=species:S:1:pos:R:3
Ir -0.162 0.733 0.778
N 2.805 -1.052 1.370
C 2.967 0.261 1.258
N 1.993 1.155 1.130
C 2.477 2.444 1.063
C 3.832 2.534 1.111
S 4.562 0.999 1.264
C 1.513 3.497 1.014
C 1.741 4.836 1.099
S 0.287 5.719 1.100
C -0.615 4.201 0.977
N 0.181 3.148 0.936
N -1.938 4.205 0.954
H 1.871 -1.437 1.390
H 3.590 -1.658 1.540
H 4.421 3.434 1.065
H 2.692 5.331 1.188
H -2.454 5.068 0.996
H -2.455 3.335 0.964
N -3.184 1.460 1.484
C -2.074 1.204 1.298
C 1.224 -4.401 -2.323
C 0.890 -4.034 -0.895
O -0.408 -3.370 -0.852
P -0.664 -1.911 -0.395
O 0.088 -1.543 0.858
Te -0.106 -0.004 -1.879
O -2.202 -1.813 -0.219
C -3.126 -2.019 -1.337
C -4.297 -1.080 -1.178
H 2.189 -4.903 -2.352
H 1.267 -3.511 -2.952
H 0.470 -5.078 -2.717
H 1.654 -3.385 -0.460
H 0.792 -4.919 -0.268
H -3.442 -3.061 -1.318
H -2.597 -1.836 -2.282
H -4.795 -1.261 -0.227
H -5.015 -1.247 -1.979
H -3.975 -0.039 -1.202
```

Output
Spin multiplicity ... 2
LUMO energy (spin up / spin down) ... -9.707 / -10.288 eV
Electronic energy ... -2437.82377 Eh
Energy relative to the best compared isomer or geometry (same formula, charge and spin) ... 63.1 kcal/mol
⟨S²⟩ ... 0.77
Total charge ... +2
Gap between HOMO and LUMO (spin up / spin down) ... 4.05 / 3.45 eV

***

DFT (ωB97M-V with the def2-TZVPD basis set) results for a gas-phase ion, C11H16N2O (charge +2) in a non-equilibrium geometry.

```
30
Properties=species:S:1:pos:R:3
C -1.967 4.033 -0.710
C -2.657 2.921 -1.194
C -0.616 3.896 -0.396
C -2.000 1.730 -1.369
C 0.008 2.688 -0.579
C 1.069 -1.006 1.499
C 0.445 -2.111 2.350
C 0.450 -2.903 0.124
C 1.733 -0.907 -1.029
C -0.018 0.432 -1.289
C 0.845 -1.456 0.085
N -0.671 1.611 -1.077
N 0.683 -3.334 1.536
O 1.321 0.435 -1.195
H -2.469 4.979 -0.586
H -3.704 2.988 -1.445
H -0.046 4.728 -0.013
H -2.495 0.853 -1.756
H 1.056 2.534 -0.372
H 0.639 -0.030 1.724
H 2.145 -0.917 1.695
H 0.890 -2.195 3.340
H -0.631 -1.962 2.455
H -0.618 -3.021 -0.100
H 1.007 -3.525 -0.583
H 2.802 -0.895 -0.782
H 1.581 -1.474 -1.954
H -0.529 -0.338 -1.851
H 1.659 -3.633 1.654
H 0.088 -4.122 1.818
```

Output
LUMO energy (spin up / spin down) ... -7.692 / -7.836 eV
Electronic energy ... -612.81152 Eh
Energy relative to the best compared isomer or geometry (same formula, charge and spin) ... 15.4 kcal/mol
Total charge ... +2
Gap between HOMO and LUMO (spin up / spin down) ... 7.03 / 7.89 eV

***

DFT (ωB97M-V with the def2-TZVPD basis set) results for a gas-phase ion, C11H16N3O (charge +1) in a non-equilibrium geometry.

```
31
Properties=species:S:1:pos:R:3
C -2.007 -2.683 -0.676
C -1.756 -1.468 -0.238
N -2.174 -0.272 -0.927
C -2.243 0.872 -0.344
C -2.920 1.997 -1.047
C -1.936 1.137 1.095
C -1.074 0.098 1.684
C 0.057 -0.448 0.963
N 1.280 -0.428 0.595
C 1.791 -1.479 -0.250
C 2.709 -0.790 -1.343
O 3.701 0.007 -0.777
C 3.091 1.065 -0.067
C 2.292 0.534 1.179
N -0.988 -1.227 0.925
H -1.768 -3.505 0.007
H -2.221 -2.798 -1.720
H -3.881 2.255 -0.789
H -2.923 1.989 -2.095
H -2.527 2.959 -0.829
H -1.414 2.228 1.017
H -2.847 1.254 1.683
H -1.048 -0.111 2.791
H 0.788 -1.697 -0.841
H 2.191 -2.400 0.230
H 3.154 -1.647 -1.837
H 2.008 -0.105 -1.745
H 2.256 1.624 -0.653
H 3.845 1.754 0.316
H 2.938 0.054 1.993
H 1.626 1.230 1.701
```

Output
LUMO energy ... -3.485 eV
Electronic energy ... -667.86034 Eh
SMILES string ... C=C1N=C(C)C[C@@H]2C(N3CCOCC3)=[N+]12
Energy relative to the best compared isomer or geometry (same formula, charge and spin) ... 105.4 kcal/mol
Total charge ... +1
Gap between HOMO and LUMO ... 9.37 eV

***

DFT (ωB97M-V with the def2-TZVPD basis set) results for a molecular structure, C11H16N7O5SSc.

```
41
Properties=species:S:1:pos:R:3
Sc 0.177 -0.277 0.331
N 0.226 -2.820 -3.209
C -0.134 -2.355 -1.975
S 1.060 -2.517 -0.706
N -1.329 -1.845 -1.871
N -1.550 -1.325 -0.609
C -2.750 -1.321 -0.167
C -3.133 -0.829 1.141
C -4.501 -0.683 1.410
C -4.952 -0.257 2.639
C -4.022 0.015 3.642
C -2.670 -0.138 3.417
C -2.187 -0.556 2.166
O -0.895 -0.698 1.971
H 0.987 -3.477 -3.238
H -0.535 -2.977 -3.852
H -3.539 -1.722 -0.805
H -5.212 -0.915 0.625
H -6.011 -0.142 2.825
H -4.362 0.349 4.614
H -1.946 0.068 4.194
N 2.043 -0.148 1.716
N 2.206 1.176 2.185
C 1.146 2.083 1.919
O 1.084 3.107 2.566
O 0.385 1.706 0.951
H 1.811 -0.789 2.473
H 2.894 -0.465 1.263
H 2.615 1.273 3.102
C 3.063 1.606 -3.145
O 1.726 2.122 -3.016
C 0.968 1.496 -2.131
O 1.337 0.538 -1.466
N -0.278 2.007 -2.064
N -1.138 1.461 -1.116
H 3.521 2.190 -3.937
H 3.033 0.551 -3.408
H 3.604 1.737 -2.211
H -0.484 2.881 -2.520
H -1.999 1.155 -1.551
H -1.285 2.104 -0.343
```

Output
LUMO energy ... 0.333 eV
Electronic energy ... -2347.39199 Eh
Gap between HOMO and LUMO ... 8.10 eV

***

DFT (ωB97M-V with the def2-TZVPD basis set) results for a molecular structure, C11H16NO5PdS2.

```
36
Properties=species:S:1:pos:R:3
Pd 0.536 0.697 -0.437
C 3.933 2.990 -0.793
O 2.614 2.601 -0.408
C 1.778 3.542 0.077
S 2.173 5.131 0.178
S 0.200 2.893 0.393
H 4.421 2.061 -1.078
H 4.453 3.472 0.033
H 3.893 3.681 -1.633
O 0.538 -0.468 1.650
N 1.791 -0.627 1.979
C 2.371 -1.833 1.849
C 3.694 -2.014 2.196
C 4.433 -0.947 2.677
C 3.812 0.289 2.795
C 2.489 0.431 2.442
H 1.718 -2.597 1.454
H 4.127 -2.997 2.077
H 5.470 -1.074 2.954
H 4.343 1.158 3.157
H 1.920 1.350 2.476
C -3.164 -0.391 -2.686
C -2.734 -1.524 -1.755
C -2.502 -0.768 -0.461
O -1.933 0.490 -0.861
C -2.252 0.747 -2.245
H -4.210 -0.136 -2.508
H -3.046 -0.626 -3.743
H -1.800 -1.973 -2.101
H -3.482 -2.309 -1.656
H -1.805 -1.244 0.227
H -3.445 -0.584 0.062
H -1.322 0.754 -2.817
H -2.709 1.733 -2.318
O 1.819 -0.390 -1.710
O 1.156 -1.398 -1.365
```

Output
Spin multiplicity ... 4
LUMO energy (spin up / spin down) ... -0.009 / -1.061 eV
Electronic energy ... -1783.71563 Eh
Energy relative to the best compared isomer or geometry (same formula, charge and spin) ... 24.2 kcal/mol
⟨S²⟩ ... 3.76
Gap between HOMO and LUMO (spin up / spin down) ... 7.60 / 6.72 eV

***

DFT (ωB97M-V with the def2-TZVPD basis set) results for a gas-phase ion, C11H16NOS (charge -1) in a non-equilibrium geometry.

```
30
Properties=species:S:1:pos:R:3
C 2.457 0.440 1.196
S 0.888 0.436 2.123
C -0.331 0.753 0.571
C -0.746 2.169 0.129
C 0.411 3.037 -0.390
C -1.522 2.914 1.265
N 0.013 0.021 -0.538
O 0.869 0.504 -1.503
C -0.182 -1.336 -0.687
C -0.887 -2.075 0.352
C -1.078 -3.409 0.192
C -0.538 -4.097 -0.917
C 0.065 -3.385 -1.919
C 0.209 -2.036 -1.823
H 2.471 1.102 0.231
H 2.708 -0.640 0.861
H 3.212 0.874 1.700
H -1.224 0.401 1.167
H -1.414 1.880 -0.700
H 0.991 3.372 0.420
H 0.827 2.347 -1.084
H -0.023 3.874 -0.937
H -0.841 2.849 2.109
H -2.385 2.238 1.448
H -1.669 3.910 0.976
H -1.232 -1.679 1.280
H -1.564 -3.881 0.998
H -0.808 -5.201 -0.989
H 0.473 -3.768 -2.845
H 0.849 -1.613 -2.685
```

Output
LUMO energy ... 3.286 eV
Electronic energy ... -956.83830 Eh
SMILES string ... CS[C@@H](C(C)C)N([O-])c1ccccc1
Energy relative to the best compared isomer or geometry (same formula, charge and spin) ... 0.0 kcal/mol
Total charge ... -1
Gap between HOMO and LUMO ... 5.56 eV

***

Q: The highest electronic energy belongs to which entry?
A: C11H16N2O

***

Copy entry 4 word for word.
DFT (ωB97M-V with the def2-TZVPD basis set) results for a molecular structure, C11H16N7O5SSc.

```
41
Properties=species:S:1:pos:R:3
Sc 0.177 -0.277 0.331
N 0.226 -2.820 -3.209
C -0.134 -2.355 -1.975
S 1.060 -2.517 -0.706
N -1.329 -1.845 -1.871
N -1.550 -1.325 -0.609
C -2.750 -1.321 -0.167
C -3.133 -0.829 1.141
C -4.501 -0.683 1.410
C -4.952 -0.257 2.639
C -4.022 0.015 3.642
C -2.670 -0.138 3.417
C -2.187 -0.556 2.166
O -0.895 -0.698 1.971
H 0.987 -3.477 -3.238
H -0.535 -2.977 -3.852
H -3.539 -1.722 -0.805
H -5.212 -0.915 0.625
H -6.011 -0.142 2.825
H -4.362 0.349 4.614
H -1.946 0.068 4.194
N 2.043 -0.148 1.716
N 2.206 1.176 2.185
C 1.146 2.083 1.919
O 1.084 3.107 2.566
O 0.385 1.706 0.951
H 1.811 -0.789 2.473
H 2.894 -0.465 1.263
H 2.615 1.273 3.102
C 3.063 1.606 -3.145
O 1.726 2.122 -3.016
C 0.968 1.496 -2.131
O 1.337 0.538 -1.466
N -0.278 2.007 -2.064
N -1.138 1.461 -1.116
H 3.521 2.190 -3.937
H 3.033 0.551 -3.408
H 3.604 1.737 -2.211
H -0.484 2.881 -2.520
H -1.999 1.155 -1.551
H -1.285 2.104 -0.343
```

Output
LUMO energy ... 0.333 eV
Electronic energy ... -2347.39199 Eh
Gap between HOMO and LUMO ... 8.10 eV

***

Q: Which of these has the lowest electronic energy?
A: C11H16IrN5O3PS2Te